DFT (ωB97M-V/def2-TZVPD) results for a structure of composition C5H9I2NO4STm.

XYZ file:
```
23
Properties=species:S:1:pos:R:3:forces:R:3
C 1.919219 1.154541 0.117446 0.55 -0.51 2.58
C 1.817414 -0.221594 0.795040 -0.02 -0.27 -0.33
I 3.624003 -1.387103 0.474071 0.02 -0.02 0.05
C 0.626824 -1.114057 0.395789 -0.09 0.54 0.53
I 1.180436 -2.700504 -0.949571 0.10 -0.08 -0.09
C -0.621922 -0.369284 -0.102517 -1.57 -0.77 -0.27
N -0.659678 0.138167 -1.477429 1.83 0.16 0.01
C -1.877860 -1.319971 0.049361 0.03 -0.40 -0.75
O -2.905548 -0.545801 0.647040 0.25 -0.21 0.32
S -2.531616 0.981548 0.735297 -1.15 0.75 0.06
O -2.820449 1.617168 -0.486376 0.36 0.08 -0.76
O -2.895994 1.592045 1.937483 0.24 -0.50 0.67
O -0.899294 0.671787 0.781550 1.05 0.22 -0.04
H 2.995212 1.436661 0.085663 0.04 -0.01 0.48
H 1.557216 1.189191 -0.893369 -4.11 -2.85 4.25
H 1.442223 1.916615 0.746628 -0.34 0.01 -0.27
H 1.773346 -0.083168 1.871959 0.08 0.16 0.04
H 0.339519 -1.639478 1.302188 -0.04 -0.15 -0.01
H -0.173040 -0.408752 -2.180501 -0.41 -0.17 -0.09
H -0.486419 1.133695 -1.571375 -0.74 0.05 0.05
H -2.179803 -1.651976 -0.944392 -0.23 0.17 -0.04
H -1.716395 -2.227048 0.634544 0.04 0.27 0.42
Tm 2.492606 1.837317 -1.968530 4.11 3.56 -6.82
```
Forces are in eV/Å.

gap between HOMO and LUMO (spin up / spin down): 6.297 / 4.981 eV
E_LUMO (spin up / spin down): -0.4914 / -0.5398 Ha
HOMO (spin up / spin down): -19.67 / -19.67 eV
net charge: +3
2S+1: 3
<S²>: 2.011

---

DFT (ωB97M-V/def2-TZVPD) results for a cluster of 11 separate species, C42H98O21P2 in total.

XYZ file:
```
163
Properties=species:S:1:pos:R:3:forces:R:3
C 8.010368 -0.432454 0.082554 -1.16 -0.18 1.56
O 6.909883 -0.652737 -0.813252 -0.27 1.02 -0.05
P 5.561357 0.219870 -0.586659 1.44 -1.07 -0.07
O 4.796710 -0.163536 0.609400 -0.26 0.16 -1.06
O 6.121283 1.695657 -0.513416 0.47 0.32 0.06
C 5.274371 2.806282 -0.754340 -1.02 0.40 -0.22
O 4.945528 0.092513 -2.036091 -0.78 -0.19 0.96
C 5.649587 0.220311 -3.267332 0.03 -0.05 -0.45
H 7.970771 -1.241322 0.816932 0.60 -0.34 -0.40
H 7.806160 0.420648 0.736703 0.26 0.36 -0.46
H 8.960405 -0.320672 -0.423132 -0.07 -0.16 -0.26
H 4.224189 2.617962 -0.502758 0.16 -0.29 0.14
H 5.287310 3.064226 -1.816521 0.24 0.10 0.10
H 5.562290 3.653595 -0.135622 0.35 -0.10 -0.10
H 5.171489 1.022793 -3.828071 0.04 -0.07 -0.07
H 5.540196 -0.721255 -3.803572 -0.08 0.07 -0.04
H 6.716178 0.422897 -3.175302 -0.07 0.08 0.41
C -4.113836 -7.543629 -1.835867 0.71 -0.89 0.27
O -3.615600 -7.316646 -3.162652 0.71 0.29 -0.49
P -2.192987 -6.570090 -3.275461 0.17 -0.58 -0.30
O -1.229410 -6.976140 -2.252021 0.07 0.13 -0.14
O -2.562654 -5.035636 -3.242497 -0.68 0.27 -0.50
C -2.000114 -4.093747 -2.331169 0.89 -0.20 0.08
O -1.697885 -6.856649 -4.782380 -0.68 0.26 1.22
C -2.627195 -7.047446 -5.845868 -0.48 -0.77 -0.33
H -3.285684 -7.527452 -1.122315 -0.14 0.78 0.07
H -4.395038 -8.594909 -1.741627 -0.61 0.17 -0.48
H -4.926187 -6.855310 -1.634737 0.00 0.00 0.22
H -2.672305 -3.256145 -2.162328 -0.32 -0.26 -0.06
H -1.083088 -3.688991 -2.764313 0.03 -0.05 0.08
H -1.747692 -4.624407 -1.413391 -0.02 0.30 0.15
H -3.648580 -7.145367 -5.475986 0.04 0.34 -0.03
H -2.413787 -8.008877 -6.318809 0.24 0.11 0.02
H -2.550875 -6.272131 -6.605313 0.09 0.21 0.24
C -1.587650 4.790779 0.781379 0.02 -0.24 0.22
C -1.322821 3.660070 -0.231980 -0.14 1.08 -0.63
C -1.669915 4.329384 -1.590346 1.17 -1.13 -0.31
O -2.072337 5.646154 -1.329260 -0.36 0.22 -0.58
C -1.504419 6.028976 -0.090168 0.43 0.06 -0.44
H -0.777149 4.876076 1.507583 -0.32 -0.37 0.32
H -2.555471 4.654316 1.263313 0.03 0.28 0.12
H -1.915503 2.750321 -0.181010 0.34 -0.16 0.75
H -0.242461 3.532607 -0.230901 -0.10 -0.82 0.03
H -2.354204 3.767389 -2.230430 -0.81 0.36 0.49
H -0.750080 4.199426 -2.184586 0.13 1.01 -0.10
H -1.972048 6.948721 0.256449 -0.39 -0.24 0.10
H -0.444725 6.291963 -0.241043 0.00 -0.13 -0.02
C -2.947709 -0.607369 -6.004603 0.77 -0.63 -0.86
C -3.349402 0.796761 -5.633101 -0.26 0.42 1.04
C -2.569649 0.986244 -4.305109 0.01 0.76 -0.51
O -1.549666 0.000412 -4.250000 0.10 0.20 -0.43
C -1.509801 -0.723512 -5.502409 -0.57 -0.14 1.30
H -2.972456 -0.826972 -7.074260 -0.31 0.02 0.06
H -3.518553 -1.358209 -5.458626 -0.28 0.12 -0.11
H -4.416217 0.930552 -5.448772 -0.05 -0.26 -0.06
H -3.094799 1.582619 -6.344365 0.35 -0.30 -0.21
H -3.215936 0.917169 -3.428166 0.05 -0.25 0.04
H -2.120151 1.986140 -4.302725 0.07 -0.02 0.18
H -1.265366 -1.733334 -5.168193 0.14 -0.12 -0.53
H -0.742682 -0.354570 -6.188566 -0.06 0.23 0.05
C -3.075724 -0.374692 4.436155 -0.53 -0.64 -0.56
C -2.445727 -0.765717 5.792038 -0.42 0.37 -0.58
C -1.190971 0.149835 5.888118 -1.80 0.20 1.03
O -1.100659 0.871765 4.678009 1.60 -0.75 -0.84
C -2.320495 0.847136 3.963107 -0.36 0.79 0.78
H -4.154214 -0.196397 4.427277 0.05 0.19 0.52
H -2.994844 -1.198450 3.721047 0.44 0.06 -0.03
H -2.250984 -1.835824 5.774748 0.34 0.04 0.19
H -3.152084 -0.571455 6.598003 0.15 0.01 0.13
H -0.328153 -0.410415 6.245446 0.50 0.17 -0.90
H -1.385917 0.903606 6.661453 0.03 -0.12 0.20
H -2.181986 0.892733 2.881038 0.43 -0.18 0.06
H -2.822781 1.784761 4.247810 -0.39 -0.17 -0.14
C 0.032771 0.036033 0.643902 -1.69 0.18 -0.76
C -1.030826 -0.605484 -0.310878 0.68 0.20 -0.55
C -0.174438 -0.704805 -1.555841 1.20 -0.15 -0.65
O 1.075088 -1.226471 -1.074641 -0.25 0.18 -0.26
C 1.347463 -0.542976 0.120848 0.62 -0.37 1.62
H -0.285025 -0.125519 1.673974 0.64 -0.20 0.17
H -0.045828 1.112053 0.470250 0.28 0.05 0.09
H -1.913563 0.014694 -0.469165 -0.04 0.02 0.17
H -1.332412 -1.601941 -0.006996 -0.07 0.07 0.15
H 0.039661 0.276435 -2.003651 -0.32 0.16 0.09
H -0.401324 -1.357624 -2.396591 -0.72 -0.05 0.25
H 2.143783 0.205001 0.029956 -0.19 0.12 -0.34
H 1.754990 -1.270475 0.833455 0.00 -0.02 -0.08
C -5.609457 1.140769 1.662879 1.80 0.53 -0.53
C -5.043575 2.068410 0.575320 0.00 0.76 -0.26
C -4.931848 1.155536 -0.670860 -0.86 0.86 -0.15
O -5.436548 -0.115428 -0.270076 0.46 -0.21 0.11
C -6.295657 0.116053 0.828297 -1.86 0.01 0.11
H -6.101704 1.784641 2.384678 -0.47 -0.69 0.30
H -4.763857 0.572756 2.068967 0.00 0.49 0.60
H -4.179384 2.650538 0.906887 0.48 -0.66 -0.17
H -5.728238 2.890862 0.341288 -0.38 -0.31 0.07
H -3.965953 1.120347 -1.173372 0.20 -0.54 0.44
H -5.627275 1.539884 -1.429774 0.09 0.08 -0.03
H -6.522387 -0.810393 1.347309 0.45 -0.13 -0.05
H -7.290129 0.483825 0.520676 0.15 0.08 -0.42
C 4.946556 -0.423361 8.486152 -0.72 0.07 0.07
O 4.456645 -0.495246 7.166528 0.39 0.41 -0.36
C 4.912417 -1.654902 6.468569 -1.18 0.09 0.88
C 4.294288 -1.679136 5.099879 0.59 -0.22 0.02
O 3.007532 -2.261830 5.110917 0.33 0.15 0.07
C 2.416747 -2.212904 3.835004 -1.15 0.50 0.00
H 4.318844 0.277648 9.036857 -0.15 -0.02 -0.09
H 5.960279 -0.027226 8.579008 0.27 -0.36 -0.28
H 4.827168 -1.406963 8.946030 0.35 -0.01 0.29
H 4.491356 -2.491417 7.041585 0.62 -0.40 -0.14
H 6.001835 -1.661913 6.407646 0.08 -0.16 0.04
H 4.905886 -2.318575 4.454895 0.27 0.30 -0.17
H 4.344618 -0.631091 4.775433 -0.46 -0.15 -0.49
H 1.611312 -2.949071 3.789620 0.19 -0.19 0.14
H 3.080721 -2.370029 2.980975 0.31 -0.05 0.24
H 1.914131 -1.242139 3.724783 0.20 0.08 -0.28
C 6.563618 5.979063 2.946214 0.62 0.38 -0.35
O 5.313436 5.481860 3.308976 -0.56 0.17 -0.16
C 5.249701 4.066539 3.305179 0.31 0.63 -0.36
C 3.828608 3.586798 3.402601 0.13 0.15 0.09
O 3.129239 3.794557 2.198009 0.17 0.46 -0.58
C 1.965422 3.017277 2.089757 0.35 -1.07 -0.33
H 7.283001 5.934950 3.773023 0.08 -0.29 -0.08
H 6.519933 7.028605 2.644671 -0.53 0.01 0.27
H 6.960469 5.481880 2.050819 0.10 -0.31 0.22
H 5.845123 3.693672 4.146574 -0.10 -0.25 0.01
H 5.684385 3.697207 2.366198 0.03 -0.15 0.08
H 3.314963 4.141706 4.193377 0.02 -0.33 0.32
H 3.925111 2.515539 3.616876 -0.44 -0.04 0.19
H 1.146808 3.319817 2.747951 0.14 -0.03 0.21
H 2.269377 1.972260 2.242582 -0.45 -0.08 0.47
H 1.596165 2.990863 1.062395 0.15 0.62 -0.07
C -0.057887 4.477364 -5.299730 0.71 -0.31 -1.12
O 1.163467 3.795839 -5.085849 0.10 0.17 0.43
C 1.158618 2.437583 -5.438173 -0.54 -0.34 -0.23
C 2.487508 1.827695 -4.999217 -0.44 0.20 0.81
O 2.582858 0.485092 -5.403848 0.62 -0.07 -0.48
C 2.140196 -0.447593 -4.434791 -0.23 -0.04 0.25
H -0.241207 4.525394 -6.383545 -0.30 -0.25 0.03
H 0.093750 5.517858 -5.025111 -0.22 -0.12 0.61
H -0.878342 3.952137 -4.808228 -0.16 0.35 0.19
H 0.932137 2.286455 -6.504295 0.70 0.25 -0.26
H 0.314169 1.875201 -5.006678 0.11 0.19 0.66
H 2.585027 1.894894 -3.906874 -0.43 -0.10 0.13
H 3.330437 2.454647 -5.298308 0.03 -0.33 -0.86
H 2.619081 -0.268813 -3.467997 -0.16 0.08 0.09
H 2.398249 -1.465310 -4.726555 0.19 0.16 -0.37
H 1.050995 -0.417895 -4.339399 0.00 0.12 0.25
C -1.096791 -3.175597 2.062103 -0.08 -1.14 -0.04
O -2.343857 -2.732804 1.589495 -0.47 0.94 -0.16
C -3.334663 -3.724233 1.456574 -0.05 -1.07 -0.28
C -4.540485 -3.175638 0.650034 0.85 0.30 0.33
O -5.699250 -3.968872 0.742615 0.15 -0.32 -0.21
C -6.884318 -3.248903 0.448263 -0.74 -0.81 1.45
H -1.211783 -3.771418 2.975917 -0.03 0.09 0.11
H -0.418966 -2.352178 2.270315 -0.28 0.28 -0.13
H -0.634616 -3.837724 1.319938 0.14 0.05 -0.02
H -3.553191 -4.150098 2.442556 -0.56 0.26 0.07
H -2.948317 -4.578880 0.882969 0.22 -0.02 -0.02
H -4.223937 -3.172145 -0.398765 0.01 0.44 0.00
H -4.728198 -2.153184 0.985143 0.00 0.06 -0.10
H -7.697649 -3.966099 0.312322 0.31 -0.23 -0.53
H -6.861009 -2.545669 -0.381585 0.39 0.03 -0.02
H -7.201545 -2.798420 1.397607 0.09 0.73 -0.29
```
Forces are in eV/Å.

gap between HOMO and LUMO: 9.678 eV
E_LUMO: 0.0206 Ha
HOMO: -9.12 eV
SMILES: COP(=O)(OC)OC.COP(=O)(OC)OC.C1CCOC1.C1CCOC1.C1CCOC1.C1CCOC1.C1CCOC1.COCCOC.COCCOC.COCCOC.COCCOC
net charge: 0
2S+1: 1

---

DFT (ωB97M-V/def2-TZVPD) results for a cluster of 3 separate species, C4H8O3 in total.

XYZ file:
```
15
Properties=species:S:1:pos:R:3:forces:R:3
C -2.221456 0.998719 0.379810 0.76 0.47 1.29
C 1.598611 -1.501808 -0.055120 -0.80 -0.45 -2.22
C 1.812588 -0.332593 0.713189 2.35 2.36 2.78
O 2.783404 0.418301 0.524341 -1.11 -1.82 -0.14
C -2.050858 -0.269279 -0.183407 -0.30 -0.75 -1.01
O -0.969409 -0.783965 -0.551243 -0.06 0.08 0.36
H -1.343505 1.597493 0.594161 -0.02 0.17 -0.29
H -3.133291 1.280416 0.886802 -0.24 -0.03 -0.43
H 2.275498 -1.784144 -0.870228 0.06 -0.03 0.38
H 0.633368 -1.976805 0.042089 0.03 -0.70 0.29
H 1.195280 -0.151576 1.597667 -0.38 -0.08 -0.23
H -2.962501 -0.837261 -0.400803 0.02 -0.18 0.13
H 1.560339 1.119224 -0.704356 -0.70 1.12 -0.87
H 0.129772 0.724060 -1.058092 -0.02 0.22 -0.17
O 0.692167 1.499220 -0.914804 0.41 -0.37 0.12
```
Forces are in eV/Å.

gap between HOMO and LUMO (spin up / spin down): 4.971 / 5.070 eV
E_LUMO (spin up / spin down): -0.3554 / -0.3614 Ha
HOMO (spin up / spin down): -14.64 / -14.90 eV
net charge: +1
2S+1: 2
<S²>: 0.780

---

Q: Among the records above, which one has the lowest 2S+1?
A: C42H98O21P2

---

Q: Which value of net charge does entry 1 give?
A: +3

---

Copy entry 3 word for word.
DFT (ωB97M-V/def2-TZVPD) results for a cluster of 3 separate species, C4H8O3 in total.

XYZ file:
```
15
Properties=species:S:1:pos:R:3:forces:R:3
C -2.221456 0.998719 0.379810 0.76 0.47 1.29
C 1.598611 -1.501808 -0.055120 -0.80 -0.45 -2.22
C 1.812588 -0.332593 0.713189 2.35 2.36 2.78
O 2.783404 0.418301 0.524341 -1.11 -1.82 -0.14
C -2.050858 -0.269279 -0.183407 -0.30 -0.75 -1.01
O -0.969409 -0.783965 -0.551243 -0.06 0.08 0.36
H -1.343505 1.597493 0.594161 -0.02 0.17 -0.29
H -3.133291 1.280416 0.886802 -0.24 -0.03 -0.43
H 2.275498 -1.784144 -0.870228 0.06 -0.03 0.38
H 0.633368 -1.976805 0.042089 0.03 -0.70 0.29
H 1.195280 -0.151576 1.597667 -0.38 -0.08 -0.23
H -2.962501 -0.837261 -0.400803 0.02 -0.18 0.13
H 1.560339 1.119224 -0.704356 -0.70 1.12 -0.87
H 0.129772 0.724060 -1.058092 -0.02 0.22 -0.17
O 0.692167 1.499220 -0.914804 0.41 -0.37 0.12
```
Forces are in eV/Å.

gap between HOMO and LUMO (spin up / spin down): 4.971 / 5.070 eV
E_LUMO (spin up / spin down): -0.3554 / -0.3614 Ha
HOMO (spin up / spin down): -14.64 / -14.90 eV
net charge: +1
2S+1: 2
<S²>: 0.780